Entry w
Below is 2 unconnected molecules or ions with the total composition C10H20, with properties calculated with ωB97M-V/def2-TZVPD.

Atoms and positions in Å:
C (5.11263, -0.52145, 1.67762)
C (5.49807, -1.69656, 1.09004)
C (5.21281, 0.92430, 1.16630)
C (4.60183, -4.09267, 0.89166)
C (5.42308, -3.06814, 1.73810)
H (4.64089, -0.57123, 2.66787)
H (5.91892, -1.68289, 0.07599)
H (5.82627, 0.76246, 0.26404)
H (5.73080, 1.64703, 1.81895)
H (4.24515, 1.35670, 0.86090)
H (4.99849, -4.29186, -0.11809)
H (3.57110, -3.71183, 0.79594)
H (4.57547, -5.04188, 1.45285)
H (5.03993, -2.95172, 2.77013)
H (6.52579, -3.14686, 1.79535)
C (-6.04116, 0.86211, -1.72642)
C (-5.08337, 1.64877, -1.15270)
C (-6.38546, -0.58520, -1.30330)
C (-3.69255, 3.57545, -0.76098)
C (-4.77059, 3.05363, -1.66399)
H (-6.64269, 1.29837, -2.53477)
H (-4.51287, 1.29329, -0.28450)
H (-5.67487, -0.84969, -0.50223)
H (-6.24791, -1.28838, -2.14189)
H (-7.41157, -0.69761, -0.91462)
H (-4.07400, 3.71501, 0.26451)
H (-3.37785, 4.55612, -1.15578)
H (-2.81157, 2.91293, -0.72152)
H (-5.69450, 3.66178, -1.61924)
H (-4.50034, 2.93001, -2.73034)

As for the charge: 0. Its spin multiplicity is 1. The HOMO energy comes out at -8.99 eV. The SMILES is C/C=C/CC.C/C=C/CC. For the LUMO energy, the calculation gives 1.253 eV.

=====

Entry x
Below is 2 unconnected molecules or ions with the total composition C10H20, with properties calculated with ωB97M-V/def2-TZVPD.

Atoms and positions in Å:
C (-1.49881, -0.32053, -0.87756)
C (-0.60288, -1.24267, -1.67001)
C (-0.51391, -2.62369, -0.95832)
C (-1.31076, -2.43059, 0.31180)
C (-2.34979, -1.26987, -0.03103)
C (1.51297, 0.35948, 0.24974)
C (0.79987, 0.76773, 1.66325)
C (1.23880, 2.24759, 1.80637)
C (1.66431, 2.74834, 0.36885)
C (0.96930, 1.79749, -0.49003)
H (-0.83022, 0.36251, -0.30075)
H (-2.08033, 0.41100, -1.50801)
H (0.34459, -0.70168, -1.79381)
H (-1.04603, -1.33746, -2.65102)
H (0.50677, -3.02548, -0.82175)
H (-1.07524, -3.31552, -1.57070)
H (-0.65037, -2.05486, 1.13792)
H (-1.65984, -3.41133, 0.51555)
H (-2.72898, -0.78457, 0.84847)
H (-3.15942, -1.71256, -0.69984)
H (2.70251, 0.35072, 0.22152)
H (1.32885, -0.70885, -0.28566)
H (1.13293, 0.19023, 2.49604)
H (-0.40465, 0.69553, 1.40274)
H (1.96386, 2.39623, 2.48839)
H (0.32783, 2.75189, 2.00611)
H (2.79887, 2.70773, 0.31793)
H (1.38286, 3.68065, 0.04927)
H (1.37320, 1.66700, -1.55827)
H (-0.13630, 1.80556, -0.66719)

As for the charge: 0. Its spin multiplicity is 1. The HOMO energy comes out at -10.24 eV. The SMILES is C1CCCC1.C1CCCC1. For the LUMO energy, the calculation gives 1.106 eV.

=====

Stability verdict: entry w, ahead by 0.0316 hartree

=====

Entry w
Below is 2 unconnected molecules or ions with the total composition C2H2S2, with properties calculated with ωB97M-V/def2-TZVPD.

Atoms and positions in Å:
C (-0.27181, -0.78025, 0.28172)
C (0.25858, 1.30675, -0.07867)
S (0.78741, -2.04778, 0.88319)
S (-0.40943, -1.99417, -0.81663)
H (-0.20073, 1.74146, -1.08270)
H (-0.16401, 1.77399, 0.81309)

As for the charge: 0. Its spin multiplicity is 1. The HOMO energy (spin up / spin down) comes out at -8.31 / -8.36 eV. For the LUMO energy (spin up / spin down), the calculation gives -1.254 / -1.255 eV.

=====

Entry x
Below is 2 unconnected molecules or ions with the total composition C2H2S2, with properties calculated with ωB97M-V/def2-TZVPD.

Atoms and positions in Å:
C (-1.09107, -0.40456, 0.23349)
C (1.87414, 0.09165, -0.58830)
S (-1.49697, 0.86620, -0.54713)
S (3.11388, 1.03273, -0.26372)
H (-1.59814, -0.17849, 1.18661)
H (-0.80182, -1.40752, -0.02095)

As for the charge: 0. Its spin multiplicity is 1. The HOMO energy comes out at -8.39 eV. For the LUMO energy, the calculation gives -0.509 eV.

=====

Stability verdict: entry x, ahead by 0.1049 hartree